[1]
ORCA calculation (ωB97M-V/def2-TZVPD) on C21H29N3O3 in the gas phase.

The geometry in XYZ format:
```
56
Properties=species:S:1:pos:R:3:forces:R:3:lowdin_charge:R:1
C 4.79925 -1.14595 2.09036 0.180 0.086 -0.345 -0.16
C 4.58165 0.24598 2.93847 0.071 -0.572 0.401 -0.27
C 3.17322 1.04836 2.53109 1.481 0.141 0.011 -0.22
C 3.34954 1.72622 1.04006 -0.348 -0.834 -0.325 -0.22
C 1.90774 2.26746 0.39380 0.332 -0.740 0.526 -0.21
C 1.59605 1.29143 -0.89361 0.391 1.097 0.185 -0.23
C 0.46591 1.87091 -1.93475 0.410 -0.706 -0.158 -0.19
C 0.78044 1.14204 -3.40664 -0.741 0.469 0.013 -0.20
C -0.54397 0.43453 -4.07174 0.182 0.129 -0.580 -0.22
C -0.73155 -1.16107 -3.66711 0.374 0.201 0.861 -0.17
C -0.95038 -1.38364 -2.02450 -0.326 -0.508 2.817 -0.04
C 0.15194 -2.20098 -1.09664 -3.959 1.877 1.966 0.05
C -0.20224 -2.32312 0.51022 -2.363 1.579 -0.799 -0.01
C -1.54833 -1.67002 1.19205 1.057 0.212 -3.436 0.03
C -2.66620 -0.84276 0.26297 3.337 -1.833 -1.010 0.02
C -3.97682 -0.26412 1.04509 -0.351 -0.820 0.540 -0.20
N -4.83717 0.70557 0.27571 0.169 -0.222 1.457 -0.17
C -4.90748 2.07754 0.90713 -1.002 1.175 -1.273 -0.15
C -2.33333 -0.74834 -1.33646 2.583 -1.995 2.745 -0.12
N -3.29273 -0.06416 -2.28211 -4.677 -6.454 0.002 0.08
C -4.30495 -1.00234 -2.47196 -1.724 -2.476 -0.337 -0.04
O -5.26594 -1.93579 -2.66992 7.828 7.979 1.566 0.01
C -1.53472 -1.98524 2.80077 -0.998 1.132 2.160 -0.22
O -2.23224 -1.45588 3.82407 4.471 -3.606 -6.647 -0.04
N -0.44286 -3.06929 2.89709 0.457 2.414 -1.027 0.09
C 0.58792 -3.05383 1.74848 2.812 -1.387 0.529 -0.23
O 1.81822 -3.56850 1.83962 -7.897 3.250 -0.583 -0.04
H 5.16224 -0.83972 1.00625 -0.907 -0.855 2.112 0.07
H 5.65218 -1.84861 2.53856 -1.880 1.693 -0.806 0.08
H 3.80051 -1.78900 2.02907 2.143 1.447 0.071 0.07
H 4.58825 -0.02410 4.09554 -0.215 0.638 -2.399 0.10
H 5.53120 0.92677 2.76638 -2.035 -1.186 0.272 0.11
H 2.26727 0.27687 2.56728 1.889 1.789 -0.134 0.12
H 3.05587 1.90303 3.33008 -0.135 -1.724 -1.540 0.11
H 4.17580 2.56458 1.00641 -1.689 -1.632 0.374 0.12
H 3.74668 0.85074 0.33214 -0.851 1.943 1.463 0.09
H 1.96725 3.40933 0.12239 -0.086 -2.306 0.306 0.11
H 1.06105 2.15062 1.22545 1.749 0.246 -1.850 0.11
H 1.37441 0.22484 -0.46560 0.164 1.960 -1.006 0.10
H 2.60538 1.20984 -1.51008 -2.029 0.210 1.273 0.11
H -0.64181 1.65096 -1.59041 2.286 0.328 -0.613 0.10
H 0.57029 3.04358 -2.03119 -0.100 -2.420 0.198 0.11
H 1.13105 2.00934 -4.14130 -0.532 -2.091 1.484 0.12
H 1.62236 0.33193 -3.25974 -1.571 1.716 -0.428 0.10
H -0.44069 0.45046 -5.25559 -0.182 -0.088 2.464 0.12
H -1.46858 1.10360 -3.81400 1.585 -1.542 -0.406 0.10
H -1.60547 -1.67096 -4.29937 1.849 1.183 1.609 0.12
H 0.28560 -1.68414 -3.94548 -2.073 0.880 0.601 0.11
H 1.12359 -2.68660 -1.53981 -2.212 1.133 0.964 0.11
H -3.58229 0.18658 2.07766 -0.783 -0.898 -2.341 0.13
H -4.68220 -1.16913 1.35841 1.842 1.537 -0.675 0.15
H -5.79026 0.31250 0.05521 1.676 0.630 0.747 0.11
H -4.61269 2.12306 2.03875 -0.532 -0.177 -2.151 0.09
H -4.25642 2.83200 0.25009 -1.169 -1.573 1.731 0.09
H -6.03006 2.45849 0.76231 2.463 -0.715 0.574 0.10
H -0.05150 -3.24187 3.84907 -0.414 0.285 -1.155 0.14
```
Positions in Å, forces in eV/Å.

Values from the calculation:
Highest occupied orbital energy (eV): -9.1204
E_LUMO (Ha): -0.0620
Molecular weight (g/mol): 371.48
Energy above the lowest of the compared OMol25 structures with the same formula, charge and spin (kcal/mol): 470.7



[2]
ORCA calculation (ωB97M-V/def2-TZVPD) on a molecular structure, C21H29N3O4.

The geometry in XYZ format:
```
57
Properties=species:S:1:pos:R:3:forces:R:3:lowdin_charge:R:1
C -2.63988 -3.18298 -1.21870 -1.897 -7.628 -9.985 -0.12
H -2.76846 -4.02185 -0.64400 -1.101 -1.830 1.393 0.08
H -3.44940 -2.77430 -1.81899 -0.939 -0.696 0.272 0.11
H -1.94703 -3.56395 -2.09648 -1.018 0.165 1.170 0.14
C -2.05480 -2.21209 -0.65234 4.308 10.518 14.145 -0.35
N -1.83195 -0.98095 -1.28695 1.354 -1.232 -0.530 -0.06
C -0.70657 -0.80178 -1.83170 3.301 6.872 -9.818 -0.28
O -0.50581 0.28053 -2.89104 -1.457 -4.546 5.703 -0.17
C 0.46401 -1.63739 -1.83330 0.746 -0.331 5.049 -0.10
H 0.25782 -2.69885 -2.09478 0.354 0.752 0.140 0.13
C 1.72606 -1.02460 -2.45316 -1.944 -9.465 -1.457 -0.18
C 2.34271 0.01553 -1.90132 6.736 1.451 4.023 -0.39
N 3.73500 0.00283 -1.89473 -5.196 4.753 1.761 0.18
N 3.88984 1.41708 -1.04215 0.322 -3.414 -3.187 0.17
C 2.68213 1.68592 -0.82828 0.191 1.557 5.424 -0.50
O 1.66744 0.81217 -0.99687 2.155 -0.116 -3.689 0.13
C 2.35462 2.68344 0.21718 -0.883 7.205 -1.868 -0.13
H 1.24315 3.04883 0.03352 2.068 -0.737 0.089 0.14
H 3.06631 3.80321 -0.12307 -2.161 -3.407 1.040 0.20
C 2.44239 2.48370 1.76314 7.703 -9.938 -7.624 -0.05
C 1.80637 1.07893 1.76540 5.187 6.764 3.141 -0.30
C 2.52409 0.03967 2.02310 8.573 -3.330 -2.236 -0.11
C 2.07609 -1.20514 2.00567 -3.357 -8.037 1.539 -0.03
C 0.63841 -1.40901 2.18936 0.393 0.810 -4.016 -0.12
C -0.10474 -0.14788 1.77017 -0.755 -9.610 3.977 0.00
C 0.55606 0.95426 1.92329 -3.827 0.179 -1.143 -0.13
H -0.14894 1.62351 1.92504 -2.857 5.291 0.015 0.09
H -1.13607 -0.27784 2.02596 -0.884 0.567 -0.622 0.11
O -0.03904 -2.69261 2.17904 2.311 2.649 0.377 -0.14
C 0.83193 -3.87969 2.18740 -5.182 3.819 -10.149 -0.02
H 0.08342 -4.53992 2.12573 -2.060 -3.349 0.249 0.06
H 1.41345 -3.89438 2.87167 6.859 -0.375 9.111 -0.02
H 1.43879 -3.92853 1.23562 -0.673 0.106 0.687 0.12
H 2.71036 -2.30757 1.92693 -1.283 3.864 0.506 0.18
H 3.68354 -0.02824 1.79915 -2.083 1.089 0.861 0.18
H 3.57553 2.60086 1.92810 -1.730 -0.949 0.532 0.15
H 2.01876 3.19510 2.10209 -5.953 8.734 4.958 0.00
H 2.50851 -2.01454 -2.27784 -1.830 2.825 -1.199 0.21
H 1.49376 -0.86335 -3.46680 0.036 -0.019 -1.509 0.12
H 0.59320 -1.58262 -0.56952 0.360 -0.814 -2.935 0.18
C -2.74978 0.01225 -1.32725 -7.218 0.313 -4.463 -0.19
H -2.78811 0.70204 -2.18053 1.279 -1.069 -0.642 0.14
H -3.89593 -0.45641 -1.49894 2.646 0.639 0.627 0.22
C -2.87915 0.95198 -0.30668 5.174 7.023 -1.202 -0.44
C -3.83281 2.38122 -0.66089 11.162 1.057 7.681 0.03
H -2.98954 3.09106 -0.98262 -2.072 -0.793 -0.034 0.15
C -4.27300 2.50464 0.82542 -3.074 11.590 -7.553 -0.23
H -5.30644 2.36010 0.78291 -1.888 0.623 0.202 0.11
C -3.71372 1.62917 1.58842 2.396 -8.238 8.334 -0.29
H -2.99700 2.00574 2.27441 1.889 0.185 0.093 0.12
O -3.31700 0.53594 0.79421 -2.617 -3.145 6.021 -0.05
H -4.41687 1.17104 2.36925 0.548 0.444 -1.048 0.17
H -3.93316 3.67478 1.04281 -1.554 -2.920 0.065 0.19
H -4.42753 1.98814 -1.22346 -7.204 -3.221 -6.895 -0.01
H -1.67546 1.34734 -0.03412 -2.480 -0.391 -1.303 0.21
H -1.14316 -2.28278 0.22581 -2.072 -0.815 -2.868 0.19
H -2.81206 -1.75831 0.18955 1.198 -1.427 -1.212 0.18
```
Positions in Å, forces in eV/Å.

Values from the calculation:
Highest occupied orbital energy (eV): -8.5240
E_LUMO (Ha): 0.0183
Molecular weight (g/mol): 387.48
Energy above the lowest of the compared OMol25 structures with the same formula, charge and spin (kcal/mol): 562.7



[3]
ORCA calculation (ωB97M-V/def2-TZVPD) on a molecular structure, C21H29N3O6S.

The geometry in XYZ format:
```
60
Properties=species:S:1:pos:R:3:forces:R:3:lowdin_charge:R:1
C -3.73725 -1.95311 3.04969 -4.768 -1.825 -0.274 0.00
H -4.49887 -2.02601 3.92223 1.724 0.178 -1.240 0.11
O -4.59681 -1.01441 2.12638 3.403 -1.560 -0.498 -0.11
C -3.89718 -0.65322 0.97443 1.058 1.077 -1.744 -0.25
C -2.55474 -0.86116 0.59990 0.611 -4.936 3.258 0.03
C -2.06583 -0.75164 -0.71376 -2.547 1.300 3.594 -0.29
C -2.81645 -0.10944 -1.51131 -7.467 7.101 -9.871 -0.02
C -4.24114 0.50065 -1.26342 3.903 -3.807 2.309 -0.01
C -4.65021 0.13370 -0.00902 -2.232 0.139 2.438 -0.04
H -5.65630 0.38933 0.47737 1.136 -0.164 -1.317 0.13
H -4.90756 0.87462 -2.01441 0.277 0.457 -0.240 0.09
H -2.60547 0.28846 -2.78518 0.277 -1.799 4.186 0.21
C -0.80000 -0.97042 -1.11924 2.895 -3.939 -3.433 -0.43
N 0.13038 -1.50726 -0.52978 5.708 0.438 6.940 0.23
C 1.18650 -1.62124 -1.40885 4.614 -5.787 5.498 -0.29
C 0.79786 -1.73586 -2.60364 -4.522 2.967 -2.562 -0.22
O -0.53621 -1.22918 -2.38216 -1.531 1.195 -7.342 0.10
C 1.37012 -1.86589 -3.92991 -7.180 -0.272 -2.397 0.02
H 0.47290 -2.36859 -4.67288 2.894 0.641 2.067 0.19
H 1.46619 -0.96236 -4.44876 -0.086 2.004 -0.259 0.06
H 2.28021 -2.24539 -3.96453 3.845 -2.721 -0.024 0.03
C 2.62260 -2.29158 -0.97462 -4.687 6.537 0.714 0.03
H 2.46520 -2.67488 0.00686 0.572 0.159 0.888 0.09
H 3.13897 -2.90373 -1.61641 1.159 -0.970 -1.789 0.06
S 3.49939 -0.48865 -0.88583 5.685 -8.824 12.904 0.95
O 4.89318 -1.08969 -0.73789 -1.845 2.316 -2.371 -0.40
O 3.33522 0.12914 0.70824 -1.079 -0.779 -6.513 -0.40
C 3.21729 0.47521 -2.16621 5.291 -0.180 3.196 -0.24
C 2.03671 1.02115 -2.08425 -12.508 6.354 -2.331 -0.62
O 1.35346 1.18896 -3.10338 0.892 -0.614 -2.331 0.07
N 1.38715 1.51458 -1.03299 4.705 -1.787 8.666 0.11
C 0.15764 2.20773 -0.81410 0.063 -6.559 7.614 -0.17
C 0.11389 3.27392 0.13805 2.978 3.278 -2.339 -0.22
H -0.79416 3.73836 0.31701 -2.318 0.496 -0.587 0.09
H 0.80513 4.12111 -0.28910 -1.121 -1.135 0.876 0.17
C 0.61865 2.95331 1.43169 5.143 7.255 1.138 -0.42
N 0.08209 2.22892 2.34215 -0.149 -10.808 6.171 -0.11
C -1.26357 1.88622 2.63367 -0.608 10.274 -10.141 -0.31
C -1.68757 1.30796 3.76046 -0.898 -3.535 8.413 -0.17
O -1.17978 -0.13818 3.60459 -3.696 1.930 2.015 -0.18
C 0.15911 -0.15056 3.69631 2.090 2.771 -4.373 -0.20
C 0.70151 0.44424 2.23044 4.654 7.835 11.863 0.10
H 1.77093 0.64992 2.15815 -0.352 -0.561 0.007 0.08
H 0.23779 0.21440 1.49544 -5.607 -3.796 -9.062 -0.05
H 0.47336 -1.06787 3.33827 0.949 -2.895 1.437 0.09
H 0.56308 0.45465 4.52366 0.318 -0.882 -0.230 0.13
H -2.78169 1.30584 4.05053 1.157 -0.388 -1.306 0.14
H -1.28249 1.86652 4.87357 -0.343 -1.805 -3.324 0.20
H -1.69264 3.23186 2.57034 0.223 -3.224 0.713 0.21
H -1.74225 1.62430 1.57956 0.060 -0.449 2.428 0.14
H 0.62132 4.05181 2.04246 0.049 -1.373 -1.680 0.17
H 1.75421 2.84892 1.42893 -1.181 -0.368 -0.060 0.14
H -0.74980 1.40431 -0.35494 2.604 1.509 -1.030 0.19
H -0.21654 2.31425 -1.62693 -4.565 2.351 -10.057 0.02
H 1.91063 1.17245 0.06202 -1.458 1.266 -3.936 0.20
H 4.02041 1.07299 -1.86109 1.417 2.401 0.209 0.15
H 3.60515 0.06756 -2.95665 1.155 -2.552 -5.080 0.10
H -1.84898 -1.69012 1.12211 -1.812 2.367 -0.264 0.17
H -2.84128 -1.48851 3.28434 1.539 0.921 0.455 0.01
H -3.57457 -3.08664 2.69991 -0.490 2.776 0.007 0.13
```
Positions in Å, forces in eV/Å.

Values from the calculation:
Highest occupied orbital energy (eV): -7.6186
E_LUMO (Ha): -0.0035
Molecular weight (g/mol): 451.54
Energy above the lowest of the compared OMol25 structures with the same formula, charge and spin (kcal/mol): 603.2



[4]
ORCA calculation (ωB97M-V/def2-TZVPD) on C21H29N5O2S in the gas phase.

The geometry in XYZ format:
```
58
Properties=species:S:1:pos:R:3:forces:R:3:lowdin_charge:R:1
C -5.64610 -2.66606 0.72111 -0.006 0.085 -0.013 0.00
C -4.61861 -1.60995 0.51293 0.250 -0.294 0.098 -0.29
N -3.38323 -1.90715 0.62802 -0.621 -0.817 0.117 0.16
N -2.40346 -0.99841 0.44353 -0.105 0.610 -0.163 0.00
C -2.63999 0.31667 0.11864 0.196 -0.247 0.086 -0.35
O -1.73813 1.12519 -0.07367 -0.166 0.232 0.043 0.05
C -4.04146 0.65480 0.01484 -0.314 0.610 -0.143 -0.09
C -4.64265 1.86366 -0.27538 0.456 -0.442 0.117 0.03
C -6.01965 1.61266 -0.26068 -0.411 -0.463 0.092 -0.48
C -6.23642 0.25684 0.03551 -0.064 0.912 -0.204 -0.24
N -5.01602 -0.32701 0.20530 0.468 0.338 -0.074 0.09
C -7.60363 -0.09664 0.07065 -0.410 -0.107 0.010 -0.11
C -8.38395 0.98225 -0.19563 0.185 0.153 -0.027 -0.40
S -7.50881 2.45006 -0.49538 0.148 -0.379 0.089 1.03
H -9.45468 1.01226 -0.23743 -0.227 -0.064 0.007 0.06
H -7.99823 -1.07383 0.27550 -0.105 -0.150 0.030 0.10
H -4.13481 2.78577 -0.46647 0.195 0.149 -0.036 0.12
C -1.07339 -1.56552 0.65040 0.612 -0.146 0.105 -0.21
C -0.26280 -0.77868 1.67917 -0.096 0.008 -0.065 -0.02
H 0.69413 -1.27103 1.83199 0.096 -0.080 0.031 0.08
H -0.08587 0.23948 1.34516 0.054 0.010 0.052 0.07
H -0.79466 -0.74795 2.62819 -0.021 -0.007 0.082 0.09
H -1.26384 -2.57633 1.02578 0.069 0.290 -0.197 0.15
C -0.26928 -1.74749 -0.65684 -0.504 0.030 0.401 -0.47
O 0.12174 -2.84852 -0.99040 0.215 -0.382 -0.015 0.06
N -0.03615 -0.61724 -1.33276 0.132 0.479 -0.208 0.08
H -0.39210 0.25955 -0.95944 -0.041 -0.236 0.047 0.10
C 0.82150 -0.55363 -2.49212 0.233 0.007 -0.222 -0.17
H 0.29453 -0.02549 -3.29297 0.055 -0.121 0.011 0.12
H 1.02079 -1.58017 -2.80876 -0.077 0.112 -0.064 0.12
C 2.13169 0.16695 -2.16472 -0.040 -0.376 -0.008 -0.16
H 2.66348 0.36748 -3.09508 0.013 0.090 -0.051 0.11
H 1.90481 1.12081 -1.68470 0.042 0.084 -0.008 0.12
C 2.99457 -0.66570 -1.21074 -0.201 0.206 -0.093 -0.20
N 3.90592 0.15955 -0.44471 0.111 -0.134 -0.074 -0.18
C 4.98456 0.67942 -1.26055 0.104 0.081 -0.062 -0.21
C 5.96134 1.57025 -0.48809 -0.210 0.048 -0.103 -0.19
C 5.28821 2.42880 0.58449 0.286 0.012 0.092 -0.20
C 5.18734 1.71322 1.93094 -0.327 0.059 -0.058 -0.22
C 4.15848 0.58683 1.94763 0.339 -0.163 0.047 -0.19
H 4.21820 0.06665 2.90666 -0.042 -0.011 0.078 0.11
H 3.15723 1.01044 1.85278 -0.076 -0.049 0.020 0.11
C 4.34148 -0.42570 0.81294 -0.226 0.141 0.325 -0.19
H 5.38453 -0.76475 0.76949 0.010 -0.096 0.003 0.12
H 3.72835 -1.30379 1.03446 0.069 0.011 -0.087 0.11
H 6.17000 1.31104 2.19194 0.061 0.022 0.041 0.11
H 4.91719 2.43968 2.70157 0.071 -0.014 0.052 0.10
H 4.29262 2.71698 0.24730 -0.065 0.138 -0.017 0.11
H 5.87582 3.33925 0.72564 -0.052 0.029 -0.027 0.10
H 6.73733 0.96267 -0.01838 0.063 0.004 -0.019 0.10
H 6.46014 2.21474 -1.21539 0.065 -0.067 0.001 0.11
H 5.55398 -0.13760 -1.74661 -0.090 0.054 -0.023 0.12
H 4.52273 1.27392 -2.05337 0.078 -0.035 -0.053 0.11
H 2.32754 -1.16358 -0.50504 0.047 -0.050 -0.029 0.10
H 3.52229 -1.45013 -1.78338 -0.057 -0.026 0.064 0.13
H -6.24502 -2.79007 -0.17978 -0.093 -0.036 -0.040 0.09
H -5.14466 -3.60043 0.95118 0.015 0.007 -0.001 0.09
H -6.30495 -2.39504 1.54473 -0.096 -0.017 0.043 0.09
```
Positions in Å, forces in eV/Å.

Values from the calculation:
Highest occupied orbital energy (eV): -8.1187
E_LUMO (Ha): 0.0119
Molecular weight (g/mol): 415.56
Energy above the lowest of the compared OMol25 structures with the same formula, charge and spin (kcal/mol): 12.6